Arrangement i

{
  "formula": "C10H15ClN2",
  "method": "wB97M-V/def2-TZVPD",
  "elements": ["C", "C", "C", "C", "C", "C", "C", "C", "C", "C", "H", "H", "H", "H", "H", "H", "H", "H", "H", "H", "H", "H", "H", "H", "H", "N", "N", "Cl"],
  "positions_angstrom": [[-3.57138, -1.68727, -0.03638], [-2.15042, -1.17443, 0.11322], [-2.56855, 1.23132, -0.06162], [-0.41993, 0.15244, -0.70145], [0.35938, 0.24434, 0.60588], [1.82865, 0.44249, 0.23976], [2.33114, 1.70167, 0.08586], [4.46832, 0.96172, -0.19929], [4.07735, -0.36079, -0.02511], [2.72701, -0.65552, 0.18089], [-4.03375, -1.43065, -1.00230], [-3.60880, -2.75736, 0.12879], [-4.27589, -1.20485, 0.64017], [-1.46382, -1.94226, -0.22866], [-1.95982, -1.02660, 1.18704], [-3.61729, 0.94695, -0.05283], [-2.43370, 2.10129, -0.74580], [-2.11037, 1.54502, 0.88929], [-0.20324, 0.97563, -1.37759], [-0.14520, -0.79230, -1.24922], [0.25466, -0.72559, 1.16971], [0.00494, 1.01318, 1.30428], [1.70813, 2.54513, 0.23187], [5.47973, 1.18976, -0.34329], [2.33035, -1.63412, 0.15409], [-1.85018, 0.07229, -0.59664], [3.66260, 1.98688, -0.15221], [5.18007, -1.71839, -0.15847]],
  "lowdin_charge": [-0.096, -0.280, -0.071, -0.230, -0.140, -0.216, -0.081, -0.195, -0.616, -0.033, 0.082, 0.067, 0.062, 0.109, 0.112, 0.077, 0.095, 0.077, 0.121, 0.137, 0.122, 0.114, 0.105, 0.091, 0.101, -0.243, 0.084, 0.645],
  "molar_mass_g_mol": 198.697,
  "smiles": "CCN(C)CCc1cncc(Cl)c1",
  "e_homo_ev": -8.49,
  "homo_lumo_gap_ev": 9.13
}

=====

Arrangement ii

{
  "formula": "C10H15ClN2",
  "method": "wB97M-V/def2-TZVPD",
  "elements": ["C", "C", "C", "C", "C", "C", "C", "C", "C", "C", "H", "H", "H", "H", "H", "H", "H", "H", "H", "H", "H", "H", "H", "H", "H", "N", "N", "Cl"],
  "positions_angstrom": [[4.85609, -1.67138, -0.12893], [3.32372, -1.14555, -0.09073], [3.85156, 1.34554, -0.05758], [1.63116, 0.38520, 0.86404], [0.82140, 0.50799, -0.61051], [-0.62289, 0.75139, -0.25486], [-1.33920, 1.94694, -0.14896], [-3.32867, 0.92430, -0.00166], [-2.80696, -0.43667, 0.09266], [-1.39144, -0.35387, -0.35064], [5.05042, -2.10748, 1.01690], [5.08275, -2.36784, -0.93554], [5.45833, -0.81110, -0.30243], [2.69694, -1.92239, 0.22907], [2.88511, -1.07544, -1.10225], [4.96025, 1.22236, 0.24966], [3.52383, 2.29716, 0.16152], [3.67717, 1.01608, -1.22911], [1.53396, 1.50913, 1.24737], [1.07130, -0.35815, 1.60938], [0.85429, -0.35809, -1.16089], [1.25253, 1.30573, -1.30265], [-0.83633, 2.96149, 0.10926], [-4.33701, 0.98853, 0.10619], [-0.90905, -1.35972, -0.69939], [3.13536, 0.13649, 0.53381], [-2.59813, 2.02685, 0.09742], [-3.86434, -1.74159, 0.10043]],
  "lowdin_charge": [-0.063, -0.302, -0.063, -0.096, -0.137, -0.274, -0.142, -0.155, -0.639, -0.047, 0.132, 0.052, 0.012, 0.084, 0.090, 0.093, 0.031, 0.128, 0.130, 0.145, 0.043, 0.131, 0.144, 0.061, 0.148, -0.268, 0.053, 0.707],
  "molar_mass_g_mol": 198.697,
  "smiles": "CCN(C)CCc1cncc(Cl)c1",
  "e_homo_ev": -8.07,
  "homo_lumo_gap_ev": 8.65
}

=====

Arrangement iii

{
  "formula": "C10H15ClN2",
  "method": "wB97M-V/def2-TZVPD",
  "elements": ["C", "C", "C", "C", "C", "C", "C", "C", "C", "C", "N", "N", "Cl", "H", "H", "H", "H", "H", "H", "H", "H", "H", "H", "H", "H", "H", "H", "H"],
  "positions_angstrom": [[0.24148, -1.28156, -0.25671], [-0.68721, -1.87651, 0.76756], [-0.36281, 3.29523, 1.88179], [0.76318, -2.09895, -1.17783], [-1.13449, 2.25147, 1.48999], [-1.07992, -0.67787, 1.57776], [0.21354, 0.23268, -0.09513], [1.61154, -1.55117, -2.23749], [-0.84477, 0.70100, -1.13521], [1.50429, 1.01401, -0.27369], [-0.89602, -3.14248, 0.82022], [-0.06279, 0.33012, 1.35502], [-2.70460, 2.02817, 1.21450], [-0.84108, 4.22036, 1.87447], [0.77613, 3.13535, 2.18448], [0.45449, -3.08166, -1.15283], [-2.19086, -0.45334, 1.44178], [-0.98010, -1.19375, 2.67528], [2.22703, -2.41632, -2.71916], [2.23835, -0.87083, -1.72923], [1.10768, -0.96305, -2.99316], [-0.73752, 0.29098, -2.18367], [-0.89253, 1.67068, -1.04453], [-1.80620, 0.27997, -0.80290], [1.37236, 2.13989, -0.08184], [1.85643, 0.96677, -1.35188], [2.29209, 0.54161, 0.33756], [-1.43771, -3.49080, 1.61485]],
  "lowdin_charge": [-0.149, -0.332, -0.042, -0.080, -0.659, -0.241, -0.546, -0.090, -0.022, -0.052, 0.137, 0.077, 0.795, 0.023, 0.117, 0.079, 0.093, 0.164, 0.116, 0.032, 0.073, 0.115, -0.001, 0.073, 0.093, 0.084, 0.093, 0.051],
  "molar_mass_g_mol": 198.697,
  "e_homo_ev": -8.79,
  "homo_lumo_gap_ev": 8.73
}

=====

What should be chosen as the most stable of them? Choose arrangement i.

=====

Arrangement i

{
  "formula": "CH2NOP",
  "method": "wB97M-V/def2-TZVPD",
  "elements": ["C", "N", "O", "P", "H", "H"],
  "positions_angstrom": [[-0.01158, -1.83643, -0.59494], [-1.11564, 0.10766, 0.02239], [-0.53994, -2.80901, -0.18946], [-0.14663, 1.10810, -0.61681], [0.77886, -1.38720, -1.25897], [-0.91104, 2.58369, -0.26225]],
  "lowdin_charge": [-0.062, -0.489, 0.109, 0.483, 0.067, -0.107],
  "molar_mass_g_mol": 75.007,
  "e_homo_ev": -8.31,
  "homo_lumo_gap_ev": 7.83
}

=====

Arrangement ii

{
  "formula": "CH2NOP",
  "method": "wB97M-V/def2-TZVPD",
  "elements": ["C", "N", "O", "P", "H", "H"],
  "positions_angstrom": [[-2.92402, -0.08113, -0.09333], [-3.72981, -0.60280, 0.50298], [-1.87007, 0.61752, -0.81031], [-0.44041, 0.44929, -0.09006], [-1.02684, -0.24579, 0.99214], [-0.06696, -0.78040, -0.74243]],
  "lowdin_charge": [-0.342, 0.157, -0.455, 0.804, -0.082, -0.081],
  "molar_mass_g_mol": 75.007,
  "smiles": "N#COP",
  "e_homo_ev": -10.51,
  "homo_lumo_gap_ev": 10.48
}

=====

What should be chosen as the most stable of them? Choose arrangement ii.

=====

Arrangement i

{
  "formula": "C4H6INS",
  "method": "wB97M-V/def2-TZVPD",
  "elements": ["C", "C", "C", "C", "N", "S", "I", "H", "H", "H", "H", "H", "H"],
  "positions_angstrom": [[1.31672, -1.31227, 1.00633], [2.13291, -0.16989, 1.01372], [-1.73198, -1.02614, -1.31447], [2.75877, 0.85102, 0.89729], [0.25704, -1.42182, 0.29634], [-0.21450, -0.21814, -0.70757], [-1.36103, 3.09939, 0.76414], [1.57816, -2.14220, 1.64489], [-2.60102, -0.51195, -0.91654], [-1.70167, -2.05202, -0.96763], [-1.73473, -0.98057, -2.39802], [-2.00854, 4.14208, -0.21797], [3.30986, 1.74249, 0.89949]],
  "lowdin_charge": [-0.312, -0.167, -0.357, 0.139, -0.338, 0.790, 0.422, 0.103, 0.022, 0.029, 0.023, -0.380, 0.025],
  "molar_mass_g_mol": 227.070,
  "smiles": "C#C/C=N\\SC.I",
  "e_homo_ev": -8.37,
  "homo_lumo_gap_ev": 8.88
}

=====

Arrangement ii

{
  "formula": "C4H6INS",
  "method": "wB97M-V/def2-TZVPD",
  "elements": ["C", "C", "C", "C", "N", "S", "I", "H", "H", "H", "H", "H", "H"],
  "positions_angstrom": [[-0.62613, 0.62929, 0.02549], [1.73519, -0.80249, -0.36198], [-1.24353, -0.34930, 0.96688], [0.14784, -0.05642, -1.07648], [-0.60397, 1.85010, 0.28473], [1.96695, -2.28111, 0.20766], [2.97944, 0.85172, -0.19390], [-1.41453, -0.02005, 1.95071], [-0.49011, -1.19107, 0.90117], [-2.32969, -0.71035, 0.69895], [0.39335, 0.67302, -1.79571], [-0.58345, -0.93114, -1.29778], [0.06864, 2.33778, -0.30973]],
  "lowdin_charge": [-0.551, -1.273, -0.064, -0.158, 0.142, 0.634, 0.842, 0.052, 0.048, 0.123, 0.047, 0.128, 0.031],
  "molar_mass_g_mol": 227.070,
  "smiles": "[H]/N=C(/C)CC(=S)I",
  "e_homo_ev": -9.09,
  "homo_lumo_gap_ev": 8.14
}

=====

What should be chosen as the most stable of them? Choose arrangement ii.